# 1
Molecular formula: C19H26N4O4S
Method: DFT, the ωB97M-V functional and the def2-TZVPD basis

Results
- SMILES string: COc1ccc(CCNC(=O)CCC(=O)Nc2nnc(C(C)C)s2)cc1OC
- Energy: -1657.800611 Eh
- Lowest unoccupied orbital energy: 0.410 eV
- ΔE to the lowest compared entry with this formula, charge and spin: 53.7 kcal/mol
- Frontier orbital gap: 8.38 eV
- Max |F|: 1.56 eV Å⁻¹

Geometry as XYZ:
```
54
Properties=species:S:1:pos:R:3:lowdin_charge:R:1
C 2.399 3.267 -0.329 -0.10
O 1.743 2.225 0.347 -0.14
C 0.384 2.130 0.208 -0.23
C -0.372 2.853 -0.696 -0.02
C -1.751 2.710 -0.733 -0.05
C -2.405 1.859 0.142 -0.22
C -3.912 1.820 0.120 -0.13
C -4.560 0.546 0.663 -0.17
N -4.115 -0.631 -0.045 0.08
C -3.469 -1.642 0.562 -0.51
O -3.303 -1.709 1.766 0.04
C -2.935 -2.702 -0.392 -0.08
C -1.480 -2.365 -0.723 -0.09
C -1.363 -1.160 -1.612 -0.44
O -2.278 -0.664 -2.234 0.07
N -0.105 -0.615 -1.747 0.12
C 1.052 -0.925 -1.092 -0.59
N 1.213 -1.837 -0.196 0.02
N 2.445 -1.896 0.286 0.03
C 3.268 -1.058 -0.218 -0.54
C 4.697 -0.918 0.168 -0.42
C 5.008 0.549 0.473 -0.08
C 5.002 -1.811 1.368 -0.07
S 2.529 -0.041 -1.454 1.13
C -1.645 1.108 1.033 0.04
C -0.263 1.212 1.061 -0.20
O 0.557 0.485 1.868 -0.08
C -0.024 -0.412 2.787 -0.06
H 1.946 4.239 -0.106 0.10
H 3.425 3.258 0.036 0.09
H 2.403 3.109 -1.413 0.08
H 0.101 3.543 -1.378 0.11
H -2.319 3.288 -1.446 0.11
H -4.242 1.967 -0.912 0.12
H -4.290 2.665 0.705 0.12
H -4.328 0.394 1.719 0.12
H -5.648 0.636 0.562 0.12
H -4.055 -0.562 -1.052 0.12
H -2.971 -3.667 0.112 0.12
H -3.532 -2.740 -1.303 0.12
H -0.998 -3.201 -1.236 0.14
H -0.911 -2.194 0.192 0.10
H -0.070 0.196 -2.354 0.15
H 5.312 -1.237 -0.684 0.14
H 4.892 1.157 -0.422 0.06
H 4.328 0.921 1.237 0.09
H 6.029 0.648 0.831 0.08
H 6.056 -1.742 1.625 0.08
H 4.407 -1.498 2.222 0.08
H 4.756 -2.844 1.144 0.08
H -2.133 0.435 1.717 0.10
H 0.812 -0.929 3.255 0.10
H -0.671 -1.145 2.298 0.08
H -0.601 0.121 3.550 0.10
```

=====

# 2
Molecular formula: C19H26N4OS2
Method: DFT, the ωB97M-V functional and the def2-TZVPD basis

Results
- SMILES string: CCOCCCNC(=S)N1CCN(c2nc(-c3ccccc3)cs2)CC1
- Energy: -1830.258456 Eh
- Lowest unoccupied orbital energy: 0.615 eV
- ΔE to the lowest compared entry with this formula, charge and spin: 3.3 kcal/mol
- Frontier orbital gap: 8.35 eV
- Max |F|: 1.04 eV Å⁻¹

Geometry as XYZ:
```
52
Properties=species:S:1:pos:R:3:lowdin_charge:R:1
C -0.391 -0.711 2.108 -0.06
C -0.144 -1.714 0.984 -0.25
O -1.317 -2.117 0.307 -0.19
C -2.233 -2.836 1.112 -0.22
C -3.366 -3.363 0.236 -0.15
C -4.343 -2.258 -0.172 -0.22
N -3.680 -1.204 -0.899 0.01
C -3.538 0.055 -0.433 -0.80
S -4.456 0.619 0.830 0.66
N -2.669 0.863 -1.093 -0.11
C -1.628 0.336 -1.959 -0.11
C -0.510 1.374 -2.116 -0.12
N -0.206 1.991 -0.850 -0.11
C 0.915 1.657 -0.188 -0.59
N 1.806 0.827 -0.606 0.09
C 2.865 0.726 0.257 -0.35
C 3.949 -0.195 -0.061 -0.17
C 5.148 -0.196 0.650 -0.03
C 6.153 -1.086 0.324 -0.09
C 5.982 -1.986 -0.715 -0.09
C 4.795 -1.990 -1.430 -0.08
C 3.787 -1.103 -1.107 -0.03
C 2.765 1.510 1.367 -0.36
S 1.302 2.432 1.356 1.04
C -1.297 2.669 -0.179 -0.15
C -2.620 2.283 -0.842 -0.18
H 0.554 -0.267 2.407 0.06
H -0.835 -1.189 2.977 0.07
H -1.061 0.075 1.766 0.06
H 0.378 -2.598 1.381 0.12
H 0.483 -1.261 0.211 0.10
H -2.648 -2.190 1.896 0.12
H -1.709 -3.676 1.595 0.13
H -2.933 -3.822 -0.655 0.12
H -3.914 -4.127 0.788 0.12
H -4.805 -1.808 0.710 0.06
H -5.133 -2.683 -0.803 0.12
H -3.029 -1.527 -1.597 0.12
H -1.210 -0.565 -1.499 0.11
H -2.029 0.087 -2.952 0.13
H -0.805 2.154 -2.825 0.13
H 0.397 0.891 -2.480 0.12
H 5.299 0.507 1.455 0.10
H 7.079 -1.076 0.881 0.10
H 6.771 -2.679 -0.967 0.10
H 4.657 -2.689 -2.243 0.10
H 2.860 -1.097 -1.658 0.10
H 3.433 1.601 2.198 0.06
H -1.158 3.757 -0.221 0.13
H -1.312 2.372 0.875 0.10
H -3.450 2.539 -0.181 0.06
H -2.746 2.817 -1.790 0.13
```

=====

# 3
Molecular formula: C19H26N6OSV
Method: DFT, the ωB97M-V functional and the def2-TZVPD basis

Results
- Energy: -2485.460710 Eh
- Lowest unoccupied orbital energy (spin up / spin down): -3.529 / -3.634 eV
- ΔE to the lowest compared entry with this formula, charge and spin: 0.0 kcal/mol
- Frontier orbital gap (spin up / spin down): 7.29 / 7.41 eV
- Max |F|: 0.80 eV Å⁻¹
- Total charge: +1
- Spin multiplicity: 3

Geometry as XYZ:
```
54
Properties=species:S:1:pos:R:3:lowdin_charge:R:1
V -0.989 0.011 -0.887 0.67
N 1.372 -1.763 -3.856 0.11
C 0.800 -1.541 -2.663 -0.78
S -0.982 -1.603 -2.543 0.66
N 1.595 -1.263 -1.656 0.04
N 0.835 -0.941 -0.561 -0.10
C 1.206 -1.305 0.615 -0.16
C 2.450 -2.038 0.927 -0.18
C 3.679 -1.556 0.483 -0.03
C 4.841 -2.245 0.785 -0.06
C 4.784 -3.427 1.513 -0.07
C 3.559 -3.918 1.944 -0.06
C 2.396 -3.222 1.660 -0.04
C 0.213 -0.979 1.644 -0.19
C 0.454 -1.083 3.003 0.02
C -0.562 -0.781 3.895 -0.01
C -1.795 -0.392 3.404 -0.02
C -1.954 -0.284 2.034 -0.09
N -0.977 -0.560 1.163 0.02
H 0.831 -2.100 -4.631 0.10
H 2.377 -1.796 -3.902 0.11
H 3.716 -0.647 -0.101 0.11
H 5.795 -1.863 0.447 0.11
H 5.693 -3.968 1.740 0.11
H 3.511 -4.844 2.501 0.11
H 1.440 -3.612 1.991 0.12
H 1.429 -1.394 3.349 0.13
H -0.391 -0.853 4.961 0.12
H -2.623 -0.164 4.060 0.12
H -2.895 0.027 1.607 0.11
C 0.426 2.715 0.412 -0.08
C 0.955 2.272 -0.954 -0.51
C 1.602 3.466 -1.654 -0.08
C -0.177 1.661 -1.791 -0.23
H 1.222 3.094 1.055 0.09
H -0.072 1.911 0.967 0.05
H -0.294 3.532 0.279 0.08
H 1.732 1.514 -0.803 0.11
H 0.861 4.250 -1.829 0.08
H 2.014 3.174 -2.621 0.08
H 2.410 3.891 -1.055 0.08
H 0.191 1.364 -2.778 0.06
H -0.944 2.435 -1.939 0.07
C -5.373 0.177 -1.772 -0.03
N -5.049 1.386 -1.023 0.05
C -3.818 1.609 -0.564 -0.56
N -3.575 2.745 0.131 0.21
O -2.901 0.779 -0.745 -0.10
H -5.446 -0.693 -1.119 0.09
H -4.612 -0.011 -2.525 0.09
H -6.328 0.326 -2.268 0.09
H -5.777 2.052 -0.833 0.15
H -4.243 3.494 0.170 0.12
H -2.612 2.958 0.334 0.10
```

=====

# 4
Molecular formula: C19H27AsO7PdS3
Method: DFT, the ωB97M-V functional and the def2-TZVPD basis

Results
- Energy: -4825.061529 Eh
- Lowest unoccupied orbital energy: 4.560 eV
- ΔE to the lowest compared entry with this formula, charge and spin: 31.0 kcal/mol
- Frontier orbital gap: 5.10 eV
- Max |F|: 2.04 eV Å⁻¹
- Total charge: -2

Geometry as XYZ:
```
58
Properties=species:S:1:pos:R:3:lowdin_charge:R:1
Pd 0.898 0.072 0.523 0.22
O 3.631 -2.295 -1.413 -0.38
S 2.704 -1.440 -0.666 0.42
O 3.335 -0.829 0.485 -0.33
O 1.988 -0.531 -1.584 -0.39
C 1.396 -2.605 -0.140 -0.23
C 1.167 -3.576 -1.118 -0.09
C 0.129 -4.483 -1.016 -0.11
C -0.720 -4.420 0.082 -0.11
C -0.502 -3.468 1.058 -0.11
C 0.553 -2.548 0.979 -0.24
S 0.607 -1.643 2.602 0.41
O 0.854 -2.791 3.480 -0.37
O -0.771 -1.167 2.756 -0.42
O 1.621 -0.614 2.764 -0.36
H 1.840 -3.584 -1.965 0.10
H -0.017 -5.230 -1.788 0.09
H -1.551 -5.111 0.165 0.09
H -1.138 -3.414 1.931 0.10
C 1.032 4.353 -0.508 -0.23
S 0.661 2.550 -0.030 0.76
O 0.099 2.788 1.325 -0.56
C 2.417 2.209 0.125 -0.44
C 3.221 2.182 -1.008 -0.12
C 4.589 2.028 -0.862 -0.10
C 5.141 1.905 0.407 -0.11
C 4.326 1.909 1.530 -0.09
C 2.955 2.059 1.396 -0.09
H 1.791 4.747 0.167 0.04
H 0.099 4.909 -0.401 0.02
H 1.380 4.381 -1.542 0.02
H 2.767 2.248 -1.989 0.11
H 5.228 1.978 -1.736 0.09
H 6.210 1.763 0.517 0.09
H 4.758 1.755 2.511 0.10
H 2.286 2.043 2.246 0.10
C -3.644 0.016 2.229 -0.19
C -3.246 -0.632 0.903 -0.42
As -1.578 0.188 0.166 1.25
C -2.428 1.791 -0.742 -0.43
C -3.944 1.815 -0.920 -0.19
C -1.488 -0.958 -1.467 -0.41
C -2.655 -0.993 -2.451 -0.18
H -4.578 -0.402 2.619 0.05
H -3.767 1.098 2.122 0.05
H -2.842 -0.156 2.947 0.04
H -4.056 -0.587 0.173 0.04
H -2.985 -1.679 1.074 0.05
H -1.931 1.882 -1.712 0.05
H -2.113 2.648 -0.143 0.03
H -4.292 0.957 -1.497 0.04
H -4.256 2.724 -1.447 0.06
H -4.450 1.796 0.047 0.05
H -1.311 -1.963 -1.088 0.04
H -0.570 -0.650 -1.971 0.05
H -3.576 -1.334 -1.968 0.05
H -2.436 -1.682 -3.274 0.06
H -2.844 -0.007 -2.886 0.05
```

=====

# 5
Molecular formula: C19H27BN3O2Sn
Method: DFT, the ωB97M-V functional and the def2-TZVPD basis

Results
- Energy: -1293.033199 Eh
- Lowest unoccupied orbital energy (spin up / spin down): -11.260 / -12.913 eV
- ΔE to the lowest compared entry with this formula, charge and spin: 0.0 kcal/mol
- Frontier orbital gap (spin up / spin down): 4.68 / 3.03 eV
- Max |F|: 2.92 eV Å⁻¹
- Total charge: +3

Geometry as XYZ:
```
53
Properties=species:S:1:pos:R:3:lowdin_charge:R:1
Sn -0.726 0.782 -0.854 1.47
C 0.358 2.563 1.253 -0.15
C 1.525 1.722 0.725 -0.19
N 1.190 0.301 0.446 -0.18
C 0.873 -0.628 1.502 0.09
C -1.553 -1.706 0.540 -0.09
N -2.330 -0.471 0.223 -0.21
C -2.800 0.429 1.291 -0.18
C -1.837 1.393 1.951 -0.12
N -1.008 2.083 0.878 -0.20
H 0.408 2.566 2.344 0.13
H 0.488 3.631 0.906 0.17
H 1.931 2.142 -0.233 0.14
H 2.316 1.822 1.450 0.14
H 1.915 -0.020 -0.211 0.16
H 3.088 -3.773 0.023 0.17
H 1.613 -0.537 2.288 0.13
H -1.452 -2.241 -0.432 0.14
H -2.162 -2.342 1.190 0.14
H -3.131 -0.714 -0.373 0.15
H -3.555 1.033 0.750 0.15
H -3.327 -0.165 2.070 0.16
H -2.382 2.169 2.498 0.15
H -1.125 0.875 2.622 0.13
H -1.576 2.848 0.474 0.15
C 1.186 3.830 -3.977 -0.05
C -0.124 3.103 -3.944 -0.30
C -1.309 3.672 -3.463 -0.07
C -2.516 2.970 -3.482 -0.09
C -2.511 1.662 -3.990 -0.13
C -1.363 1.095 -4.524 -0.12
C -0.175 1.801 -4.485 -0.08
H 1.456 4.130 -4.985 0.10
H 2.044 3.230 -3.597 0.09
H 1.186 4.746 -3.383 0.08
H -1.260 4.748 -3.245 0.13
H -3.417 3.547 -3.286 0.11
H -3.474 1.183 -4.141 0.11
H -1.443 0.158 -5.077 0.12
H 0.740 1.402 -4.928 0.13
O -0.019 -3.068 1.692 0.17
B -0.090 -1.771 1.261 -0.42
O 2.797 -3.144 0.704 0.12
C 2.415 -3.757 1.864 -0.16
C 3.376 -4.331 2.654 0.06
C 3.019 -5.124 3.758 0.06
C 1.683 -5.295 4.098 0.08
C 0.706 -4.534 3.417 0.07
C 1.035 -3.707 2.351 -0.06
H 4.432 -4.147 2.423 0.16
H 3.813 -5.568 4.327 0.15
H 1.406 -5.959 4.921 0.16
H -0.333 -4.633 3.719 0.15
```